Record 1
The following is a DFT calculation (ωB97M-V with the def2-TZVPD basis set) of a molecular structure, C49H43IN8NaO2PS.

The geometry in XYZ format:
```
106
Properties=species:S:1:pos:R:3:forces:R:3
Na -0.08978 -0.10826 -0.27468 -0.507 0.212 -0.042
C -6.25420 3.26937 -0.93012 0.045 -0.002 0.035
C -6.11108 1.75843 -0.75267 -0.080 -0.086 -0.035
N -5.22947 1.36121 0.32189 -0.042 0.137 -0.082
C -3.85349 1.52528 0.23522 -0.022 0.056 -0.321
S -2.95101 1.44532 1.65391 0.113 -0.010 0.161
N -3.41735 1.79829 -0.99468 0.314 -0.132 0.272
N -2.07911 1.63161 -1.16951 -0.060 -0.040 -0.053
C -1.53557 2.48550 -1.96523 -0.296 0.224 -0.212
C -2.32333 3.65136 -2.51178 -0.003 -0.044 0.045
C -0.16247 2.25233 -2.43411 0.232 -0.030 -0.194
C 0.63043 3.28973 -2.95222 -0.025 -0.023 0.051
C 1.86295 3.00220 -3.50608 0.004 -0.050 0.008
C 2.30185 1.68532 -3.53949 0.007 0.027 -0.010
C 1.48580 0.72863 -2.95967 0.011 0.021 0.022
N 0.29957 0.99217 -2.42177 0.100 0.060 0.015
H -6.91540 3.50655 -1.76895 -0.005 -0.014 -0.005
H -5.27257 3.70089 -1.12521 -0.004 0.014 0.003
H -6.66608 3.73098 -0.02903 0.010 -0.001 -0.001
H -5.73233 1.32170 -1.67729 0.008 0.005 0.017
H -7.09085 1.31021 -0.55754 -0.001 0.010 0.000
H -5.56907 1.48458 1.26210 0.042 -0.049 0.005
H -2.71730 4.25699 -1.69307 0.012 0.008 0.013
H -3.19695 3.27281 -3.04943 -0.003 -0.019 0.001
H -1.74548 4.28306 -3.18378 0.018 -0.021 0.002
H 0.29397 4.31437 -2.88948 -0.027 -0.004 -0.019
H 2.48368 3.80145 -3.89269 0.007 0.000 0.001
H 3.25806 1.40773 -3.96205 0.001 0.008 0.003
H 1.79869 -0.31011 -2.91726 -0.001 0.012 -0.004
C 4.96020 4.51729 0.73326 0.016 0.038 0.013
C 5.26600 3.52990 -0.16781 0.121 0.038 -0.064
C 2.93279 2.31204 -0.08067 -0.006 -0.084 0.079
C 2.41273 2.61047 1.27789 0.045 0.251 0.116
C 2.84038 3.73749 1.93057 -0.105 -0.172 -0.079
C 3.89315 4.64421 1.63985 0.085 0.041 -0.039
P 1.13961 1.45407 1.78425 -0.270 -0.372 -0.240
C 0.30941 2.24936 3.18658 0.003 -0.050 0.174
C -0.33984 3.46548 2.97148 -0.034 0.018 0.053
C -1.07666 4.05906 3.98169 0.005 0.003 -0.044
C -1.20486 3.43190 5.21453 -0.011 -0.019 0.029
C -0.58386 2.21213 5.43067 0.006 0.006 0.011
C 0.17760 1.62900 4.42609 -0.004 0.064 -0.039
C 2.15350 0.10255 2.58877 0.262 0.173 0.095
C 3.35596 0.52804 3.10919 -0.066 -0.008 -0.044
C 4.36716 -0.35048 3.53263 -0.023 -0.141 -0.022
C 4.17547 -1.69136 3.39522 0.011 0.150 0.013
C 2.94648 -2.19744 2.90837 -0.010 -0.048 0.011
C 2.79268 -3.60431 2.83835 -0.077 -0.052 -0.037
C 1.59524 -4.14035 2.46642 0.131 0.006 0.032
C 0.52026 -3.29981 2.15495 -0.157 0.137 -0.054
C 0.64429 -1.92695 2.15680 0.140 -0.127 0.071
C 1.89284 -1.31007 2.53295 -0.094 -0.088 0.034
H 5.69959 5.31418 0.77486 -0.007 -0.005 -0.002
H 6.16512 3.48549 -0.76266 0.021 0.041 0.043
H 2.28288 2.61484 -0.90126 -0.026 0.025 0.042
H 2.28414 3.98180 2.83420 0.016 0.023 0.015
H 3.93753 5.51954 2.27805 -0.012 -0.003 0.002
H -0.28153 3.93543 1.99743 -0.003 -0.005 -0.016
H -1.58432 4.99746 3.79275 0.001 -0.003 0.005
H -1.80849 3.88257 5.99370 0.006 -0.004 0.002
H -0.70131 1.69746 6.37666 -0.007 0.005 -0.001
H 0.65677 0.67507 4.60437 0.003 0.001 -0.001
H 3.55584 1.59048 3.14620 -0.003 0.007 0.004
H 5.29528 0.04785 3.92469 0.009 -0.012 -0.003
H 4.94723 -2.40258 3.66829 0.013 0.008 0.005
H 3.63016 -4.22989 3.12580 -0.010 -0.012 -0.002
H 1.45366 -5.21516 2.44229 -0.005 0.001 0.010
H -0.46451 -3.69875 1.94568 0.027 -0.027 -0.018
I -2.04922 -1.06242 -4.03943 -0.018 0.022 -0.024
C -0.88737 -2.53097 -3.09743 -0.086 0.059 0.045
C -0.71750 -3.76118 -3.72297 -0.005 -0.038 -0.050
C -0.02074 -4.73961 -3.03748 -0.002 0.052 0.035
C 0.46800 -4.45144 -1.77116 0.013 -0.067 0.022
C 0.25874 -3.18582 -1.25340 0.011 -0.042 -0.057
N -0.40759 -2.23339 -1.91091 0.094 0.050 0.013
H -1.13143 -3.93481 -4.70542 -0.001 -0.009 0.004
H 0.12776 -5.71572 -3.48235 0.001 -0.005 -0.001
H 0.99552 -5.19149 -1.18318 0.001 0.004 -0.010
H 0.63349 -2.91676 -0.27406 -0.010 0.004 0.012
N 3.58271 -2.28579 -1.14312 -0.021 -0.091 -0.027
C 3.24804 -1.02427 -0.73053 0.151 0.344 0.179
O 2.10726 -0.76050 -0.35422 -0.117 -0.292 -0.213
C 4.28855 -0.00920 -0.79150 -0.208 -0.034 0.085
C 5.59086 -0.33872 -1.21784 0.177 -0.015 -0.081
N 6.63674 -0.65641 -1.59796 -0.008 -0.020 0.027
C 3.94975 1.28576 -0.43658 0.092 0.242 -0.185
N 4.35267 2.50231 -0.34856 -0.111 -0.220 0.028
H 4.55684 -2.52519 -1.22263 0.012 -0.018 0.019
H 2.94639 -3.01485 -0.86447 0.048 0.020 0.019
C -2.43555 -1.95427 0.65906 -0.236 -0.059 -0.049
C -1.72163 -1.75927 1.94465 -0.005 0.003 0.141
O -0.42234 -1.14053 1.84416 0.407 0.033 0.109
C -2.15241 -2.12737 3.19426 -0.126 0.024 -0.245
C -1.42162 -1.88112 4.40863 0.044 -0.011 0.158
C -1.89402 -2.28691 5.63750 0.072 0.043 -0.045
C -3.10291 -2.97227 5.79245 -0.068 -0.017 -0.046
C -3.83274 -3.23084 4.62463 0.027 0.009 0.047
C -3.39199 -2.84249 3.38087 -0.055 -0.027 -0.014
H -2.17741 -1.22566 -0.11799 0.062 0.021 0.171
H -3.51132 -1.80777 0.80112 0.025 -0.011 0.059
H -2.31480 -2.95861 0.19900 0.033 0.019 0.013
H -0.49021 -1.32963 4.36755 -0.026 -0.025 -0.018
H -1.29401 -2.05141 6.51357 -0.020 -0.014 0.015
H -3.45933 -3.28388 6.76641 -0.002 0.001 0.001
H -4.78287 -3.75652 4.68876 0.006 -0.001 0.027
H -4.00403 -3.06824 2.51516 0.010 -0.003 0.010
```
Positions in Å, forces in eV/Å.

Charge = -2
Energy relative to the best compared isomer or geometry (same formula, charge and spin) = 84.0 kcal/mol
HOMO energy = 0.0 eV
Total energy = -100166.7544 eV
Max |F| = 0.551 eV/Å
2S+1 = 1


Record 2
The following is a DFT calculation (ωB97M-V with the def2-TZVPD basis set) of a molecular structure, C3HBr2O2P.

The geometry in XYZ format:
```
9
Properties=species:S:1:pos:R:3:forces:R:3
C -1.13292 -1.73803 -0.27879 -0.430 -2.665 0.927
C -1.43198 -0.52149 -0.05618 0.571 3.846 0.859
C 1.76264 0.44721 0.47076 -0.047 1.320 0.273
O -0.84289 -2.85876 -0.26926 0.279 -0.070 -0.740
O -0.40750 2.02046 -0.05090 -1.307 3.933 1.114
P 0.07961 0.69214 -0.17853 -0.302 -4.080 -2.690
Br -3.14464 0.30168 0.22272 0.967 -0.769 -0.259
Br 2.74087 1.96988 0.03621 -0.034 0.346 0.444
H 2.37682 -0.31309 0.10398 0.304 -1.862 0.071
```
Positions in Å, forces in eV/Å.

Charge = 0
Energy relative to the best compared isomer or geometry (same formula, charge and spin) = 36.6 kcal/mol
HOMO energy (spin up / spin down) = -7.4 / -9.7 eV
Total energy = -156590.7800 eV
Max |F| = 4.896 eV/Å
2S+1 = 3


Record 3
The following is a DFT calculation (ωB97M-V with the def2-TZVPD basis set) of a molecular structure, C3H5NO3.

The geometry in XYZ format:
```
12
Properties=species:S:1:pos:R:3:forces:R:3
C -1.32309 -0.57696 0.11588 -0.397 0.340 -0.061
N -0.02243 -0.11642 -0.31672 2.429 1.364 -1.113
C 1.34069 0.45180 0.91732 0.437 3.211 -5.647
C 0.31101 1.44053 -0.16210 -4.543 -2.451 5.269
O 0.46803 -0.72836 -1.48335 -0.334 -0.599 -0.518
O 1.52332 -0.37316 1.75056 -0.034 0.694 1.422
O -0.38291 2.33296 -0.46539 0.589 0.535 -1.317
H 1.05407 -1.44292 -1.17627 -0.188 0.277 0.030
H 1.96507 1.09347 0.07594 1.864 -3.397 2.072
H -2.11998 -0.21361 -0.53760 0.020 -0.154 -0.012
H -1.32398 -1.66816 0.15614 0.114 0.145 -0.094
H -1.48980 -0.19917 1.12558 0.043 0.034 -0.031
```
Positions in Å, forces in eV/Å.

Charge = 0
Energy relative to the best compared isomer or geometry (same formula, charge and spin) = 196.9 kcal/mol
HOMO energy (spin up / spin down) = -8.1 / -8.1 eV
Total energy = -10817.1495 eV
Max |F| = 7.376 eV/Å
2S+1 = 1


Record 4
The following is a DFT calculation (ωB97M-V with the def2-TZVPD basis set) of a molecular structure, C16H34BF2NO6Ta.

The geometry in XYZ format:
```
61
Properties=species:S:1:pos:R:3:forces:R:3
C -2.81174 -1.53004 3.30330 0.086 -0.196 0.014
C -2.53840 -2.04607 1.87837 -0.124 0.133 0.288
B -0.97829 -2.08699 1.58272 0.436 -0.771 -0.203
O -0.28998 -3.09451 2.28593 0.434 0.663 0.074
Ta 0.16325 -0.57888 0.11156 -1.896 1.268 -1.196
C -0.86573 1.24209 1.05226 -0.484 -0.996 -0.036
C -2.35477 1.43996 0.68830 -0.054 0.186 0.127
C -3.26411 1.88092 1.84653 -0.043 -0.056 0.054
O -4.09654 3.00680 1.54091 -0.037 -0.035 -0.014
C 1.67281 0.46272 -1.27267 0.762 -0.663 0.279
C 3.19718 0.24510 -1.02928 -0.154 0.277 -0.405
C 3.94124 0.18233 -2.32804 0.268 0.343 -0.392
N 3.73655 -1.03714 -3.04267 0.546 0.349 -0.226
O 4.69705 1.04602 -2.74871 -0.229 -0.661 0.426
C 1.12833 -2.56685 -0.63812 0.468 -0.599 0.108
C 0.42315 -3.07442 -1.79619 0.203 0.175 -0.584
O 0.64082 -2.95163 -2.97798 -0.228 0.009 0.748
F -0.69295 -3.78736 -1.43017 -0.092 -0.125 -0.120
C 1.73040 -0.40390 1.76728 0.101 0.220 0.197
C 2.00198 0.93738 2.41912 -0.026 -0.275 0.230
C 3.25310 0.99924 3.28357 0.060 0.347 -0.207
F 2.13171 1.95465 1.43711 0.024 -0.032 0.099
O -1.29649 -0.78568 -1.26683 1.699 0.906 0.625
C -1.26507 -0.24800 -2.57273 -0.733 -0.299 -0.336
C -1.41313 1.27225 -2.63257 0.207 -0.011 -0.267
C -0.75586 1.82378 -3.88941 -0.041 0.035 0.013
O -2.80619 1.61698 -2.60859 0.075 0.103 0.116
H -2.54779 -0.47630 3.41319 -0.071 0.002 -0.002
H -2.21508 -2.09140 4.03255 -0.044 0.058 0.013
H -3.85509 -1.67136 3.59438 0.002 0.160 -0.019
H -2.88693 -3.08568 1.82560 0.028 0.012 -0.102
H -3.11288 -1.47713 1.14561 0.030 0.068 0.027
H -0.37823 -3.00449 3.23985 -0.394 -0.427 0.054
H -0.30360 2.14707 0.80899 0.216 -0.042 0.224
H -0.80796 1.07128 2.13628 0.170 0.210 -0.006
H -2.77897 0.54231 0.23886 -0.011 0.054 -0.106
H -2.43325 2.21518 -0.08257 0.020 -0.116 -0.095
H -3.94880 1.07195 2.11910 0.056 0.027 0.054
H -2.66329 2.11849 2.73143 0.026 0.052 -0.027
H -3.72100 3.43678 0.76865 0.029 0.018 -0.020
H 1.49485 1.53874 -1.14433 -0.229 -0.043 0.019
H 1.47676 0.23808 -2.32728 -0.297 -0.092 0.030
H 3.39180 -0.70362 -0.52746 -0.009 0.083 0.110
H 3.60618 1.07626 -0.45887 -0.026 -0.121 0.166
H 4.49658 -1.12030 -3.70985 -0.123 0.112 -0.173
H 2.87070 -1.02780 -3.57001 -0.286 -0.344 0.384
H 2.17058 -2.40840 -0.92811 -0.064 0.228 -0.004
H 1.09618 -3.31007 0.16152 -0.105 0.133 0.034
H 1.40359 -1.06133 2.58595 -0.010 -0.043 -0.093
H 2.69979 -0.81429 1.45038 -0.122 -0.078 -0.113
H 1.14970 1.21301 3.05094 -0.015 0.210 -0.244
H 3.55364 2.04328 3.41227 -0.039 -0.038 0.062
H 3.05009 0.58964 4.27358 0.070 -0.183 -0.060
H 4.08130 0.46769 2.81048 -0.030 -0.052 0.083
H -2.12053 -0.64159 -3.13829 0.039 -0.063 0.067
H -0.37509 -0.57625 -3.12085 0.091 0.060 0.233
H -0.92639 1.72760 -1.76355 -0.088 -0.085 0.082
H -0.86169 2.91236 -3.92694 -0.073 -0.061 -0.071
H -1.21288 1.37776 -4.77943 0.036 0.061 0.008
H 0.31129 1.60433 -3.90489 -0.007 -0.039 0.034
H -2.99190 2.15946 -3.38020 0.004 -0.015 0.045
```
Positions in Å, forces in eV/Å.

Charge = -1
HOMO energy = -4.5 eV
Total energy = -38581.7619 eV
Max |F| = 2.576 eV/Å
2S+1 = 1